Here is C21H51Be2F6O17 as an isolated structure at a distorted geometry from OMol25. Energies are from the ωB97M-V functional and the def2-TZVPD basis.

Atoms and positions in Å:
Be1 0.211 0.047 -0.783
Be2 0.819 -2.531 2.277
C1 -1.705 -0.514 2.715
O1 -1.576 -1.838 3.251
O2 -0.754 -0.504 1.664
C2 -3.153 -0.084 2.329
F1 -3.221 1.210 2.057
F2 -3.764 -0.780 1.294
F3 -3.987 -0.203 3.386
C3 -2.286 -2.262 4.412
C4 -1.769 -3.619 4.762
H1 -1.928 -4.305 3.930
H2 -0.699 -3.624 4.969
H3 -2.202 -4.167 5.599
H4 -3.345 -2.412 4.199
H5 -2.159 -1.640 5.297
H6 -1.277 -0.059 3.608
C5 1.861 2.492 0.656
O3 0.437 2.298 0.375
O4 2.422 1.248 0.211
C6 2.291 3.885 0.037
F4 3.431 3.703 -0.635
F5 1.358 4.504 -0.663
F6 2.648 4.731 0.989
C7 -0.464 3.095 1.189
C8 -1.760 3.276 0.368
H7 -2.485 3.935 0.847
H8 -1.650 3.672 -0.642
H9 -2.226 2.310 0.171
H10 -0.082 4.078 1.464
H11 -0.783 2.593 2.102
H12 2.035 2.427 1.730
C9 1.850 -3.218 -1.151
O5 1.217 -2.362 -0.310
H13 2.185 -2.703 -2.051
H14 2.694 -3.793 -0.772
H15 1.166 -4.001 -1.479
C10 -1.984 -0.963 -3.393
C11 -2.920 -1.009 -2.131
O6 -2.480 -0.280 -1.008
O7 -0.611 -1.076 -3.078
H16 -1.930 -0.037 -3.966
H17 -2.221 -1.745 -4.115
H18 -3.102 -1.966 -1.642
H19 -3.862 -0.575 -2.468
H20 -3.254 -0.232 -0.443
H21 -0.086 -1.236 -3.866
C12 -3.648 -4.055 0.936
C13 -2.153 -4.180 0.458
O8 -1.344 -4.188 1.618
O9 -4.013 -5.363 1.404
H22 -4.244 -3.739 0.080
H23 -3.772 -3.328 1.738
H24 -1.769 -3.338 -0.117
H25 -1.913 -5.114 -0.050
H26 -1.694 -4.883 2.181
H27 -4.886 -5.224 1.778
C14 6.423 -1.557 -1.063
C15 5.078 -0.911 -0.795
O10 5.097 0.477 -0.800
O11 7.370 -1.374 -0.055
H28 6.853 -1.087 -1.947
H29 6.437 -2.578 -1.445
H30 4.753 -1.415 0.115
H31 4.375 -1.244 -1.558
H32 4.199 0.799 -0.691
H33 7.559 -0.435 0.000
C16 -2.652 4.575 -3.411
C17 -2.080 5.565 -4.500
O12 -0.660 5.789 -4.377
O13 -2.506 3.137 -3.621
H34 -3.726 4.757 -3.356
H35 -2.204 4.826 -2.450
H36 -2.569 6.527 -4.342
H37 -2.422 5.107 -5.428
H38 -0.551 6.502 -3.743
H39 -3.337 2.803 -3.968
C18 2.266 -0.076 3.631
C19 2.446 -1.238 4.655
O14 1.418 -2.132 4.756
O15 2.415 -0.624 2.350
H40 3.095 0.610 3.806
H41 1.396 0.574 3.723
H42 2.477 -0.728 5.617
H43 3.417 -1.702 4.477
H44 1.330 -2.492 5.642
H45 2.569 0.096 1.734
C20 0.696 2.227 -3.240
C21 1.607 1.141 -3.819
O16 1.979 0.145 -2.903
O17 -0.434 1.740 -2.607
H46 0.411 2.942 -4.011
H47 1.184 2.945 -2.580
H48 2.507 1.554 -4.275
H49 1.169 0.538 -4.614
H50 2.290 -0.524 -3.516
H51 -1.138 2.385 -2.707

Forces on atoms 1 to 3 (eV/Å):
0.9 0.4 0.6
-1.4 2.9 -2.2
3.4 -1.2 -1.5

Output
orbital gap	0.2179	Eh
highest occupied orbital energy	-11.08	eV
net charge	+1

Atom charges from the Löwdin analysis, given in e for atoms 1 to 6: Be 1.081; Be 1.113; C -0.361; O -0.157; O -0.213; C -0.493

***

Here is C7H12CuFN5OS2 as an isolated structure at a distorted geometry from OMol25. Energies are from the ωB97M-V functional and the def2-TZVPD basis.

Atoms and positions in Å:
Cu1 0.915 0.936 -0.122
F1 -0.936 1.191 -0.640
C1 -0.069 2.999 2.277
N1 -0.488 1.619 2.253
C2 -1.783 1.144 2.393
C3 -1.781 -0.163 2.097
N2 -0.476 -0.526 1.792
C4 0.314 0.609 1.765
S1 2.017 0.620 1.763
H1 -0.819 3.587 2.805
H2 0.062 3.386 1.262
H3 0.888 3.072 2.792
H4 -2.588 1.791 2.694
H5 -2.583 -0.880 2.097
H6 -0.218 -1.275 1.164
C5 1.022 -3.905 -1.871
N3 0.066 -2.918 -2.339
C6 0.035 -1.674 -1.722
N4 -0.695 -0.721 -2.326
O1 0.594 -1.477 -0.645
H7 0.696 -4.898 -2.178
H8 1.054 -3.854 -0.786
H9 2.033 -3.719 -2.244
H10 -0.107 -2.916 -3.330
H11 -1.194 -0.878 -3.179
H12 -0.849 0.139 -1.779
S2 1.905 1.595 -1.992
C7 1.588 3.041 -1.251
N5 1.394 4.075 -0.751

Forces on atoms 1 to 3 (eV/Å):
0.0 -0.3 -0.2
-0.5 0.1 -0.1
0.1 0.1 0.0

Output
orbital gap	0.2371	Eh
highest occupied orbital energy	-3.52	eV
relative energy (zero: lowest compared OMol25 entry of this formula, charge and spin)	24.3	kcal/mol
net charge	-1

Atom charges from the Löwdin analysis, given in e for atoms 1 to 6: Cu -0.134; F -0.450; C -0.044; N -0.136; C -0.083; C -0.104

***

Here is a 2-piece molecular cluster, C2H9N3O overall at a distorted geometry from OMol25. Energies are from the ωB97M-V functional and the def2-TZVPD basis.

Atoms and positions in Å:
N1 1.261 1.336 0.668
C1 1.523 0.817 1.941
N2 0.238 0.894 2.725
H1 1.205 0.794 -0.212
H2 1.706 2.192 0.352
H3 1.751 -0.261 1.972
H4 2.270 1.466 2.387
H5 -0.001 1.890 2.775
H6 -0.519 0.344 2.291
C2 -1.924 -1.857 -2.990
N3 -1.147 -1.334 -1.948
O1 -2.944 -1.336 -3.334
H7 -1.562 -2.777 -3.460
H8 -0.350 -1.736 -1.489
H9 -1.506 -0.430 -1.678

Forces on atoms 1 to 3 (eV/Å):
0.2 -0.3 -1.8
0.7 -1.3 0.3
0.0 1.4 -1.9

Output
orbital gap (alpha / beta)	0.3259 / 0.1375	Eh
highest occupied orbital energy (alpha / beta)	-12.72 / -12.72	eV
relative energy (zero: lowest compared OMol25 entry of this formula, charge and spin)	35.3	kcal/mol
spin multiplicity	2
net charge	+1

Atom charges from the Löwdin analysis, given in e for atoms 1 to 6: N 0.180; C -0.257; N 0.236; H 0.147; H 0.138; H 0.149

***

Here is the molecule C4H7N3 at a distorted geometry from OMol25. Energies are from the ωB97M-V functional and the def2-TZVPD basis.

Atoms and positions in Å:
C1 2.251 0.196 0.351
N1 1.177 0.490 -0.577
C2 -0.161 0.240 -0.389
N2 -1.129 0.786 -1.121
N3 -2.270 0.292 -0.562
C3 -2.036 -0.512 0.484
C4 -0.660 -0.674 0.557
H1 1.822 -0.356 1.197
H2 3.012 -0.441 -0.126
H3 2.757 1.104 0.731
H4 1.411 0.976 -1.420
H5 -3.150 0.377 -1.046
H6 -2.853 -0.887 1.090
H7 -0.171 -1.591 0.831

Forces on atoms 1 to 3 (eV/Å):
-0.2 -0.2 0.0
0.0 0.3 -0.5
0.4 -0.5 -0.3

Output
structure (SMILES)	CNc1cc[nH]n1
orbital gap	0.3262	Eh
highest occupied orbital energy	-7.74	eV
relative energy (zero: lowest compared OMol25 entry of this formula, charge and spin)	23.9	kcal/mol

Atom charges from the Löwdin analysis, given in e for atoms 1 to 6: C -0.099; N -0.034; C -0.403; N 0.069; N -0.057; C -0.117